(1)
{"formula": "C11H7BrF13NO3Pd", "method": "ωB97M-V/def2-TZVPD", "charge": 2, "gap_ev": 1.99, "multiplicity": 1, "elements": ["O", "C", "Br", "C", "O", "C", "O", "N", "C", "C", "C", "F", "F", "C", "F", "F", "C", "F", "F", "C", "F", "F", "C", "F", "F", "C", "F", "F", "F", "H", "H", "H", "H", "H", "H", "H", "Pd"], "xyz": [[3.1730, -1.5841, 1.6837], [3.8274, -1.1807, 0.5671], [4.3931, -2.6753, -0.6789], [4.1920, 0.3987, 0.2302], [3.0177, 1.2757, 0.1073], [2.5918, 1.4542, -1.2891], [2.4299, 0.3145, -2.0174], [2.2875, 2.7629, -1.9836], [1.0860, 3.4784, -1.3309], [-0.2502, 2.5278, -1.2960], [-0.7310, 2.0536, 0.1968], [0.3880, 2.1764, 1.2046], [-1.7791, 2.9982, 0.6439], [-1.2050, 0.4524, 0.2681], [0.0928, -0.3064, 0.4160], [-1.8880, 0.1864, -1.0279], [-2.2892, 0.1399, 1.4533], [-1.7719, 0.8457, 2.6859], [-3.6306, 0.7873, 1.1977], [-2.4476, -1.4321, 1.8757], [-3.3819, -1.4450, 3.0641], [-1.1753, -2.0523, 2.4046], [-3.1326, -2.4089, 0.7596], [-3.9690, -1.7370, -0.2582], [-4.0702, -3.3163, 1.5228], [-2.1018, -3.4084, -0.0331], [-1.0331, -2.7307, -0.8017], [-1.5489, -4.5119, 0.8388], [-2.9432, -4.1337, -1.0578], [4.8716, 0.5146, -0.7209], [4.7967, 0.7899, 1.1823], [1.8964, 2.4833, -2.9331], [0.8350, 4.3713, -2.0829], [1.3632, 3.9887, -0.3152], [-1.1447, 3.1830, -1.7392], [-0.0784, 1.6641, -2.0664], [-0.6702, -5.9243, -0.6702]]}

=====

(2)
{"formula": "C21H47N2NdO2P2", "method": "ωB97M-V/def2-TZVPD", "charge": 2, "gap_ev": [6.28, 6.33], "multiplicity": 4, "elements": ["Nd", "P", "P", "N", "C", "H", "H", "C", "H", "H", "C", "H", "H", "C", "H", "H", "C", "C", "H", "H", "H", "C", "C", "H", "H", "H", "C", "C", "H", "H", "H", "C", "C", "H", "H", "H", "C", "C", "H", "H", "H", "C", "H", "H", "H", "C", "H", "H", "H", "C", "H", "H", "H", "H", "H", "H", "H", "O", "H", "H", "C", "N", "C", "C", "C", "O", "H", "H", "H", "H", "H", "H", "H", "H", "H"], "xyz": [[-0.3021, 0.3907, -0.5292], [-0.2221, -1.5490, -1.6072], [0.0559, 2.4961, 0.0862], [1.1360, 0.9327, -2.1841], [1.3793, -1.4767, -2.6186], [2.0195, -2.3425, -2.3805], [1.1351, -1.5408, -3.6940], [2.1218, -0.1674, -2.3162], [2.6678, -0.2409, -1.3614], [2.8567, 0.0563, -3.1182], [1.6919, 2.3140, -2.1173], [1.0341, 2.9607, -2.7227], [2.6964, 2.3411, -2.5827], [1.7354, 2.8297, -0.6781], [2.0424, 3.8906, -0.6497], [2.4666, 2.2499, -0.0899], [0.2254, 3.0040, 1.8948], [0.4043, 1.8065, 2.8425], [1.4325, 1.4075, 2.8234], [-0.2969, 0.9926, 2.5904], [0.1884, 2.1232, 3.8795], [-1.0353, 3.8412, -0.6522], [-2.4821, 3.6579, -0.1659], [-3.1826, 3.7289, -1.0177], [-2.7628, 4.4417, 0.5606], [-2.6126, 2.6730, 0.3122], [-1.4932, -1.9972, -2.9252], [-2.7055, -2.6841, -2.2786], [-3.6133, -2.6136, -2.9060], [-2.9168, -2.2178, -1.2985], [-2.4978, -3.7584, -2.1235], [0.0537, -3.1270, -0.6153], [-1.0313, -3.3546, 0.4493], [-0.6544, -4.0518, 1.2198], [-1.9487, -3.7901, 0.0193], [-1.3049, -2.4099, 0.9430], [-1.7642, 0.0750, 0.3990], [-0.5384, 5.2811, -0.4652], [0.2817, 5.3355, 0.2736], [-0.1757, 5.7269, -1.4076], [-1.3590, 5.9200, -0.0895], [-0.8524, -2.9159, -3.9782], [-1.5330, -3.7470, -4.2318], [-0.6420, -2.3468, -4.9023], [0.0985, -3.3485, -3.6265], [0.3014, -4.3754, -1.4746], [0.5225, -5.2437, -0.8272], [-0.5875, -4.6321, -2.0774], [1.1548, -4.2473, -2.1646], [-0.9914, 3.8504, 2.3096], [-1.9457, 3.3266, 2.1412], [-0.9382, 4.1013, 3.3819], [-1.0058, 4.7930, 1.7316], [1.1341, 3.6336, 1.9501], [0.9882, -2.8741, -0.0769], [-1.0150, 3.5834, -1.7287], [-1.8208, -1.0540, -3.4032], [-2.7800, -0.1017, 0.9673], [0.4956, 0.8885, -2.9824], [-1.4344, 0.9968, -1.6094], [1.2833, -2.2001, 4.3708], [0.7074, -1.5574, 3.1970], [-0.7330, -1.4246, 3.2665], [1.5231, -1.1129, 2.1433], [3.0242, -1.2935, 2.2082], [1.1382, -0.5478, 1.0956], [0.5055, -2.4883, 5.1148], [1.9761, -1.5020, 4.8911], [1.8066, -3.1337, 4.0787], [-1.1297, -0.9262, 2.4184], [-1.2072, -2.4267, 3.3406], [-1.0216, -0.8284, 4.1591], [3.3464, -1.9133, 1.3474], [3.5110, -0.3013, 2.1472], [3.3982, -1.7865, 3.1239]]}

=====

(3)
{"formula": "C5H39NO14", "method": "ωB97M-V/def2-TZVPD", "charge": -1, "gap_ev": [2.39, 7.51], "multiplicity": 2, "elements": ["C", "C", "C", "C", "N", "C", "H", "H", "H", "H", "H", "H", "H", "H", "H", "H", "H", "H", "H", "O", "H", "H", "O", "H", "H", "O", "H", "H", "O", "H", "H", "O", "H", "H", "O", "H", "H", "O", "H", "H", "O", "H", "H", "O", "H", "H", "O", "H", "H", "O", "H", "H", "O", "H", "H", "O", "H", "H", "O"], "xyz": [[0.5162, -3.9019, -2.0772], [-0.4052, -2.8970, -1.3160], [0.2602, -2.1695, -0.1920], [0.3982, -0.8469, -0.1471], [0.6995, -0.2106, 1.0890], [1.0392, 1.2181, 1.0092], [1.1376, -3.3037, -2.7386], [1.0392, -4.5636, -1.3893], [-0.1738, -4.4931, -2.6847], [-1.3179, -3.4041, -0.9765], [-0.8552, -2.2921, -2.1112], [0.3890, -2.8191, 0.6672], [0.2452, -0.1133, -0.9178], [1.3817, -0.6614, 1.6832], [0.6411, 1.7387, 0.1435], [2.1100, 1.3521, 1.1616], [0.6065, 1.6973, 1.9022], [-2.7775, -2.1261, 0.8550], [-4.1496, -1.6131, 0.3180], [-3.2375, -1.7665, 0.0622], [-3.5129, 1.3180, 2.1738], [-3.1874, 2.5880, 2.9101], [-3.7558, 1.8112, 2.9686], [2.0474, -1.6097, 3.1876], [2.2558, -3.0321, 2.5433], [2.5514, -2.1198, 2.5457], [1.6320, 1.0384, -2.7299], [2.3463, 0.2995, -3.7911], [2.5454, 0.8277, -3.0045], [0.7103, 3.9404, -3.4427], [1.4209, 4.0379, -2.0621], [0.7182, 4.4210, -2.6044], [4.5142, 0.1956, 0.9331], [4.8512, 1.7046, 1.3657], [5.1847, 0.8826, 1.0068], [-2.2464, 3.2647, -1.1353], [-1.0853, 4.1697, -1.3478], [-1.7993, 3.7441, -1.8659], [2.7134, -0.6087, -1.2354], [3.1585, 0.8050, -1.0407], [2.7734, 0.0671, -0.5528], [-1.4832, -2.0846, 2.3877], [-2.7097, -2.5917, 3.0523], [-2.1518, -2.7791, 2.2815], [0.1058, 1.2794, 3.8582], [-0.5355, 0.3267, 2.9893], [-0.2078, 0.3669, 3.9105], [-1.1446, 1.6769, 0.3080], [-2.0248, 0.5234, -0.0905], [-1.9912, 1.2720, 0.5225], [-0.2787, 0.7899, -4.9677], [1.1611, 0.9003, -5.6131], [0.4408, 0.3057, -5.3872], [-1.1868, 2.3076, -2.0213], [-1.4872, 1.0111, -2.5143], [-0.7220, 1.3968, -2.0535], [-1.9025, -0.8450, 5.1475], [-2.5256, 0.2117, 4.3078], [-2.7391, -0.6372, 4.7196]]}

=====

(4)
{"formula": "C23H65N9O10P4S", "method": "ωB97M-V/def2-TZVPD", "charge": 0, "smiles": "C=CO[P@@](=O)(O)OCCCS(=O)(=O)O.CN(C)P(=O)(N(C)C)N(C)C.CN(C)P(=O)(N(C)C)N(C)C.CN(C)P(=O)(N(C)C)N(C)C", "gap_ev": 6.08, "multiplicity": 1, "elements": ["C", "C", "O", "P", "O", "O", "O", "C", "C", "C", "S", "O", "O", "O", "H", "H", "H", "H", "H", "H", "H", "H", "H", "H", "H", "O", "P", "N", "C", "C", "N", "C", "C", "N", "C", "C", "H", "H", "H", "H", "H", "H", "H", "H", "H", "H", "H", "H", "H", "H", "H", "H", "H", "H", "O", "P", "N", "C", "C", "N", "C", "C", "N", "C", "C", "H", "H", "H", "H", "H", "H", "H", "H", "H", "H", "H", "H", "H", "H", "H", "H", "H", "H", "O", "P", "N", "C", "C", "N", "C", "C", "N", "C", "C", "H", "H", "H", "H", "H", "H", "H", "H", "H", "H", "H", "H", "H", "H", "H", "H", "H", "H"], "xyz": [[1.3607, 2.2994, 2.9214], [0.7194, 0.9354, 2.7382], [1.2140, -0.1249, 3.6302], [1.6114, -1.5867, 2.7730], [2.4861, -2.4870, 3.7492], [0.1206, -2.4962, 2.4628], [2.3651, -1.3563, 1.2211], [3.4865, -0.3960, 1.2812], [3.1437, 0.7760, 0.1598], [4.3804, 1.8114, -0.1297], [5.5708, 2.0528, 1.2957], [4.8985, 2.2237, 2.6855], [6.5782, 0.8387, 1.2458], [6.3801, 3.5612, 0.9870], [2.1001, 2.4916, 3.8371], [1.2020, 3.2042, 2.1965], [-0.0942, 0.7877, 1.8829], [-0.0735, -2.9863, 3.3361], [4.5490, -0.8862, 1.1201], [3.4972, 0.0439, 2.3774], [2.9051, 0.1872, -0.8496], [2.1937, 1.4114, 0.4116], [4.9943, 1.4465, -1.0580], [3.8792, 2.8429, -0.4578], [5.6348, 4.2396, 1.1528], [-2.2732, -5.2026, 3.8572], [-2.4359, -6.4562, 2.9631], [-1.7716, -5.6595, 1.5972], [-2.2042, -5.7363, 0.2163], [-0.3068, -5.6587, 1.6182], [-4.1862, -6.2728, 3.0154], [-4.9500, -5.5622, 1.9753], [-4.6892, -5.7147, 4.3016], [-2.6229, -7.8973, 1.9352], [-3.8059, -8.3736, 1.2289], [-2.1134, -9.0303, 2.7338], [-1.9346, -6.6846, -0.2621], [-1.7530, -4.9352, -0.3808], [-3.2798, -5.5844, 0.0970], [0.0829, -6.6618, 1.4222], [0.0671, -5.3365, 2.5952], [0.1139, -4.9681, 0.8821], [-4.5244, -4.5736, 1.7679], [-5.9910, -5.4210, 2.2792], [-5.0287, -6.1252, 1.0595], [-4.5595, -4.6265, 4.3404], [-4.1732, -6.1602, 5.1584], [-5.7563, -5.9247, 4.4308], [-4.6683, -8.5217, 1.8872], [-3.6073, -9.3409, 0.7462], [-4.0743, -7.7263, 0.3948], [-2.7869, -9.2444, 3.5726], [-1.1264, -8.7939, 3.1411], [-1.9946, -9.9374, 2.1331], [-0.1667, -0.6202, -4.2581], [-1.4323, -1.4635, -3.9678], [-0.5309, -2.9195, -3.8733], [-0.8845, -4.2276, -4.3869], [0.0927, -3.0972, -2.5597], [-2.0055, -1.1774, -5.6079], [-1.7640, -2.1159, -6.7174], [-1.6214, 0.1557, -6.1499], [-2.8874, -2.4329, -3.6340], [-3.8706, -2.9646, -4.5699], [-3.6358, -1.6923, -2.5984], [-1.6609, -4.7227, -3.7929], [-0.0135, -4.8934, -4.3964], [-1.2123, -4.2026, -5.4291], [-0.6617, -3.3278, -1.8019], [0.6133, -2.1853, -2.2508], [0.8408, -3.8948, -2.5650], [-0.7061, -2.3951, -6.7855], [-2.0560, -1.6761, -7.6751], [-2.3722, -3.0033, -6.6514], [-0.5813, 0.1589, -6.4973], [-1.7422, 0.9419, -5.3974], [-2.2542, 0.4317, -7.0001], [-4.3222, -2.1932, -5.2024], [-4.6947, -3.4538, -4.0317], [-3.4610, -3.7650, -5.1849], [-4.0536, -0.7666, -3.0126], [-2.9739, -1.4265, -1.7693], [-4.4479, -2.2887, -2.1712], [1.7106, 5.9909, 1.5515], [2.4776, 7.2079, 0.9789], [2.6372, 7.9295, 2.5265], [2.5086, 9.3288, 2.8807], [3.7582, 7.3673, 3.2837], [1.0130, 7.7572, 0.1706], [0.0948, 8.7473, 0.7595], [0.1305, 6.6469, -0.2842], [3.3594, 8.6069, 0.3205], [2.8317, 9.8082, -0.3149], [4.3763, 8.0483, -0.5933], [3.3679, 9.9294, 2.5618], [2.4158, 9.4513, 3.9662], [1.6008, 9.7882, 2.4819], [4.7126, 7.6907, 2.8583], [3.7321, 6.2732, 3.2607], [3.7273, 7.6561, 4.3379], [-0.1797, 8.4808, 1.7867], [-0.8270, 8.8244, 0.1763], [0.4926, 9.7489, 0.7361], [-0.4615, 6.2440, 0.5463], [0.7117, 5.8320, -0.7282], [-0.5701, 6.9909, -1.0526], [2.1898, 9.5921, -1.1753], [3.6490, 10.4445, -0.6826], [2.3104, 10.4517, 0.3929], [3.9007, 7.6226, -1.4852], [4.9386, 7.2538, -0.0948], [5.1076, 8.8004, -0.9052]]}

=====

Record-wise E values, in Eh: -4702.6771, -2331.3878, -1321.9434, -3923.5444